Record 1
The following is a DFT calculation (the ωB97M-V functional and the def2-TZVPD basis) of a 2-piece molecular cluster, CH2Cl2O3 overall.

XYZ file:
```
8
Properties=species:S:1:pos:R:3:lowdin_charge:R:1
H 0.18433 -1.97374 -1.10728 0.1412
C -0.03276 -0.69747 0.20679 -0.7308
Cl 1.46263 2.43409 -0.13271 0.2246
H 0.91232 1.49192 0.74450 -0.1562
Cl -2.12691 0.74007 -0.29734 0.7837
O 0.95634 -0.92330 0.83042 0.1416
O -0.82132 0.28652 0.63859 -0.4791
O -0.53464 -1.35809 -0.88297 0.0749
```

Summary:
SMILES	O=C(O)OCl.Cl
E	-1185.3600	hartree
relative energy (zero: lowest compared OMol25 entry of this formula, charge and spin)	4.4	kcal per mole

Record 2
The following is a DFT calculation (the ωB97M-V functional and the def2-TZVPD basis) of C2H4O2Ru as an isolated structure.

XYZ file:
```
9
Properties=species:S:1:pos:R:3:lowdin_charge:R:1
H -0.68396 -0.94961 -1.31356 0.1130
H -2.33798 -0.11155 1.52008 -0.0305
O -1.67370 0.17575 2.15015 -0.4962
H 0.24937 1.63854 0.13621 0.0870
O 0.46564 -0.96874 0.36876 -0.4541
H -0.39628 1.53400 -1.63333 0.0468
C -0.32481 1.01741 -0.67585 -0.0186
Ru 0.01338 -0.93508 2.21558 1.1623
C -0.07957 -0.31811 -0.63500 -0.4097
```

Summary:
E	-323.7164	hartree
multiplicity	7

Record 3
The following is a DFT calculation (the ωB97M-V functional and the def2-TZVPD basis) of a 10-piece molecular cluster, C15H50O10 overall.

XYZ file:
```
75
Properties=species:S:1:pos:R:3:lowdin_charge:R:1
H 12.52865 -16.72653 -5.56949 0.1401
H 8.85982 -8.36017 -8.82382 0.0943
O 9.12591 -15.42881 -8.75688 -0.0479
H 13.70121 -14.24411 -8.37883 0.0606
H 8.92774 -14.37170 -7.09601 -0.0141
H 8.84633 -9.26351 -7.25918 0.1114
O 12.97260 -15.50170 -7.16870 -0.1166
H 8.35914 -15.60764 -9.29271 0.0402
H 12.82010 -11.92580 -8.17186 0.0553
H 14.92235 -12.55446 -10.32104 0.1337
H 4.94007 -13.87974 -3.73164 0.0870
H 15.40041 -14.73136 -11.60018 0.1247
C 9.28707 -10.60547 -9.05881 -0.5450
H 7.22928 -12.47675 -3.80498 0.0590
O 12.35075 -11.26817 -7.56450 -0.0861
C 4.28155 -17.43368 -6.74771 -0.0497
C 6.54825 -16.48919 -6.19226 -0.0556
O 13.75039 -13.41709 -8.88686 -0.0992
H 7.70497 -12.00895 -9.70690 0.0796
O 6.51407 -11.94547 -3.50377 -0.0296
H 6.24629 -16.76902 -5.17404 0.0910
H 9.79071 -10.45931 -10.04121 0.1495
H 7.22909 -17.23397 -6.57273 0.0823
H 16.12151 -13.20934 -8.11238 0.0960
H 12.26449 -11.79781 -6.71072 0.0664
H 13.49389 -14.73548 -11.10226 0.0864
H 11.56739 -13.31357 -10.04902 0.0412
H 14.83226 -15.60050 -10.18129 0.0771
H 10.39247 -9.00336 -8.16505 0.0631
H 4.19197 -13.43644 -5.32088 0.0812
H 11.76403 -13.24104 -4.67099 0.0466
H 5.98727 -10.41627 -5.92117 0.0688
H 7.45149 -10.40892 -10.27766 0.0701
C 14.55820 -14.66743 -10.76271 -0.0590
H 9.04790 -12.92735 -7.11905 0.0627
H 5.93128 -14.04699 -5.19114 0.0603
H 7.15849 -15.59235 -6.24588 0.0503
H 10.76704 -16.82515 -7.18603 0.0633
H 16.95430 -13.35933 -9.62550 0.0892
C 14.83401 -13.50585 -9.82393 -0.4961
C 16.09151 -13.76693 -9.06632 -0.0673
C 14.10588 -17.62383 -6.77086 -0.0575
C 11.62876 -17.47229 -7.40632 -0.0535
H 4.96468 -15.61065 -8.78859 0.0935
O 9.08851 -13.69358 -6.45735 -0.0705
H 5.35785 -11.80543 -6.80552 0.0826
C 9.34295 -9.24590 -8.31421 -0.0427
H 11.80722 -17.45464 -8.51625 0.1049
H 10.74392 -13.49517 -5.80183 0.0487
O 10.59297 -13.41842 -10.01429 -0.0841
H 14.42915 -17.64562 -7.84942 0.0863
H 6.97083 -11.79712 -6.29008 0.0531
H 3.39172 -17.27601 -7.30640 0.0597
H 4.72437 -11.46304 -4.32807 0.1046
H 4.15049 -17.46778 -5.65938 0.0764
H 11.37350 -18.42837 -7.03928 0.0569
C 12.78652 -16.83192 -6.64282 -0.4625
H 7.14968 -10.77098 -8.62450 0.0601
H 14.02619 -18.70504 -6.63366 0.0705
C 5.97899 -11.49415 -5.95333 -0.0547
C 5.10262 -13.49801 -4.73887 -0.0547
H 16.20083 -14.84339 -8.95175 0.0740
O 9.80146 -11.57828 -8.32663 -0.0982
O 5.60699 -16.24059 -8.42665 -0.0495
C 5.54043 -12.04682 -4.57477 -0.4498
C 7.83518 -10.95993 -9.44814 -0.0293
H 4.74948 -18.42574 -6.99037 0.0990
O 11.70283 -13.65923 -5.51467 -0.0625
H 14.88267 -17.23546 -6.12090 0.0682
H 10.24770 -12.76969 -9.32787 0.0138
H 12.42320 -14.86166 -6.60726 0.0699
C 5.30908 -16.32397 -7.03282 -0.5028
H 4.82478 -15.38341 -6.78382 0.1069
H 10.65504 -11.22651 -7.94820 0.0817
H 9.63031 -14.80137 -9.28630 -0.0034
```

Summary:
SMILES	CC(C)O.CC(C)O.CC(C)O.CC(C)O.CC(C)O.O.O.O.O.O
E	-1353.8824	hartree
relative energy (zero: lowest compared OMol25 entry of this formula, charge and spin)	23.0	kcal per mole

Record 4
The following is a DFT calculation (the ωB97M-V functional and the def2-TZVPD basis) of C2H14ClMgO5 as an isolated structure.

XYZ file:
```
23
Properties=species:S:1:pos:R:3:lowdin_charge:R:1
H -1.46587 2.84901 -2.52057 0.1176
H 0.29984 -0.17018 3.62853 0.0357
O 3.45112 0.10024 -0.00258 -0.0389
H -2.02067 -1.59378 2.88161 0.0499
H -0.06267 2.27333 0.09394 0.1829
O 0.57107 0.52948 3.03427 -0.0378
O -0.53047 0.75931 -1.24748 0.2366
H -1.13327 -1.51813 1.65740 -0.1254
C -0.72566 3.03130 -1.74150 -0.0031
H -0.20169 0.10083 -0.63112 0.0710
Mg 1.28688 -4.27061 0.99172 1.2897
O -0.67248 -2.94429 -2.59517 -0.0505
H 0.12599 3.01911 -2.42168 0.1202
H -0.94663 3.99944 -1.29209 0.1174
H -1.77036 1.90905 -0.15853 0.2112
O -1.91097 -1.12554 2.05400 -0.0617
Cl 0.54181 -2.19421 0.34327 0.1473
H 2.84050 -0.61260 -0.19026 -0.0384
H -0.40778 -3.86416 -2.59186 0.0302
H 0.47811 0.15120 2.15992 -0.0379
H 3.44071 0.18029 0.95121 0.0364
H -0.38291 -2.60820 -1.74698 -0.1045
C -0.80468 1.99914 -0.65596 -0.1479
```

Summary:
net charge	+2
E	-1120.2916	hartree
multiplicity	2